Density functional theory data (ωB97M-V/def2-TZVPD) for a structure of composition C31H48BaN7O4SSbSeSi in a non-equilibrium geometry.

Values from the calculation:
E (Eh): -5248.9035
Charge: 0
Strongest force on any atom (eV/A): 8.645

Last column: Löwdin charge in e.
Element x y z (Å)
Ba1 0.543 1.863 -1.671  1.809
C1 0.651 -0.913 0.896  -0.188
C2 0.360 -0.354 2.284  -0.198
N1 -0.255 0.955 2.233  -0.037
C3 0.371 2.101 2.871  -0.256
C4 1.893 2.149 3.031  -0.444
S1 2.982 2.175 1.563  0.864
C5 3.566 0.463 1.422  -0.445
C6 2.943 -0.313 0.247  -0.286
N2 1.523 -0.021 0.110  -0.210
H1 -0.298 -0.996 0.368  0.069
H2 1.085 -1.915 0.969  0.123
H3 1.273 -0.326 2.882  0.095
H4 -0.309 -1.069 2.780  0.115
H5 -0.569 1.190 1.311  0.060
H6 -0.011 2.200 3.896  0.120
H7 0.052 2.983 2.319  0.067
H8 2.278 1.362 3.681  0.067
H9 2.107 3.101 3.520  0.062
H10 3.387 -0.036 2.374  0.068
H11 4.646 0.519 1.283  0.068
H12 3.125 -1.388 0.378  0.124
H13 3.478 -0.039 -0.661  0.080
H14 1.325 -0.173 -0.880  -0.089
C7 1.561 6.979 3.265  -0.108
C8 0.214 7.325 3.244  -0.098
C9 -0.668 6.644 2.413  -0.128
C10 -0.246 5.601 1.580  -0.387
C11 1.113 5.287 1.621  -0.177
C12 2.012 5.955 2.447  -0.108
Si1 -1.429 4.657 0.373  0.604
C13 -2.894 3.978 1.411  -0.385
C14 -3.136 4.242 2.762  -0.116
C15 -4.308 3.830 3.391  -0.107
C16 -5.291 3.168 2.668  -0.128
C17 -5.057 2.856 1.335  -0.119
C18 -3.864 3.231 0.734  -0.159
H15 2.253 7.515 3.903  0.094
H16 -0.146 8.134 3.870  0.096
H17 -1.713 6.939 2.402  0.097
H18 1.479 4.500 0.969  0.035
H19 3.062 5.680 2.446  0.096
H20 -2.134 5.852 -0.245  -0.083
H21 -2.393 4.782 3.342  0.084
H22 -4.458 4.039 4.445  0.095
H23 -6.223 2.883 3.142  0.096
H24 -5.802 2.306 0.769  0.101
H25 -3.667 2.923 -0.288  0.079
C19 3.057 2.062 -2.313  -0.323
C20 2.178 1.822 -3.592  -0.540
Sb1 1.697 -0.325 -3.382  1.484
C21 1.014 -0.470 -5.493  -0.367
C22 2.124 -0.572 -6.550  -0.175
C23 3.681 -1.348 -3.659  -0.367
C24 4.904 -0.525 -4.156  -0.171
H26 3.353 3.092 -2.129  0.092
H27 3.990 1.514 -2.446  0.065
H28 2.617 1.603 -1.404  -0.091
H29 2.740 2.036 -4.497  0.064
H30 1.243 2.422 -3.669  -0.018
H31 0.413 0.418 -5.662  0.045
H32 0.364 -1.340 -5.552  0.035
H33 2.716 0.343 -6.602  0.060
H34 1.690 -0.738 -7.537  0.071
H35 2.816 -1.392 -6.361  0.049
H36 3.473 -2.136 -4.383  0.021
H37 3.911 -1.822 -2.708  0.035
H38 5.638 -1.173 -4.635  0.069
H39 5.405 -0.027 -3.326  0.056
H40 4.625 0.242 -4.879  0.051
O1 -0.808 1.269 -3.596  -0.267
N3 -1.108 0.161 -2.991  -0.620
O2 -0.965 0.156 -1.667  -0.522
O3 -1.552 -0.779 -3.576  0.050
N4 -1.095 -4.335 -2.380  0.167
C25 0.021 -3.606 -2.703  -0.664
N5 0.587 -3.931 -3.916  0.163
O4 0.490 -2.765 -1.952  -0.036
H41 -1.635 -4.766 -3.111  0.101
H42 -1.626 -3.982 -1.600  0.062
H43 0.281 -4.746 -4.418  0.099
H44 1.538 -3.646 -4.056  0.083
Se1 -2.903 -1.473 -0.904  1.173
N6 -2.888 -0.154 0.336  -0.162
C26 -3.603 -0.587 1.340  -0.368
C27 -3.787 0.156 2.575  -0.027
C28 -4.559 -0.383 3.532  -0.067
C29 -5.187 -1.688 3.376  -0.077
C30 -5.016 -2.439 2.275  -0.037
C31 -4.203 -1.913 1.195  -0.394
N7 -3.948 -2.545 0.078  -0.229
H45 -3.287 1.109 2.686  0.100
H46 -4.724 0.162 4.454  0.104
H47 -5.803 -2.060 4.185  0.100
H48 -5.466 -3.417 2.168  0.107